Entry from the OMol25 dataset: 14 unconnected molecules or ions with the total composition C44H88Cl12O24 (wB97M-V/def2-TZVPD).

```
168
Properties=species:S:1:pos:R:3:forces:R:3
C 14.5541 -19.5236 -0.8238 0.68 0.01 0.30
C 13.5383 -20.6806 -0.8103 2.92 1.51 -0.34
O 12.6390 -20.4041 -1.8313 -1.36 0.18 -1.01
C 12.0778 -21.5036 -2.3047 0.35 -0.53 -0.59
O 12.3897 -22.6170 -1.9298 -0.94 0.28 -0.76
O 11.2144 -21.1855 -3.2781 0.29 -1.04 0.27
C 10.6948 -22.3719 -3.9703 1.60 1.33 -0.14
H 14.0710 -18.5461 -0.9994 0.12 -0.44 0.53
H 15.2790 -19.6352 -1.6394 -0.37 -0.21 -0.16
H 15.2282 -19.5283 0.0680 -0.93 0.16 -0.35
H 13.0478 -20.7993 0.1010 -0.92 0.08 1.68
H 14.0438 -21.5982 -1.0161 0.41 -0.54 -0.10
H 10.0768 -21.9428 -4.7094 -0.58 0.24 -1.03
H 10.1211 -22.9299 -3.3119 -1.01 -1.16 1.33
H 11.5084 -22.9752 -4.3820 -0.14 0.24 0.05
C 15.1591 -21.5670 3.2671 -0.68 -2.54 0.00
C 16.5439 -21.6916 3.8580 -0.42 1.61 0.96
O 16.9939 -23.0335 3.9600 0.34 -1.05 0.69
C 17.2952 -23.7009 2.8587 -0.33 -0.73 0.24
O 17.3437 -23.1966 1.7889 0.24 0.62 -2.02
O 17.4869 -25.0047 3.1096 -0.10 -0.77 -0.09
C 17.4740 -25.9238 1.9259 -0.62 3.05 -0.50
H 14.8499 -20.5724 3.0700 -0.14 1.02 0.18
H 14.4200 -22.1071 3.9272 0.55 0.78 -0.58
H 15.1261 -22.0854 2.2986 0.06 0.10 0.12
H 16.4627 -21.4486 4.9373 0.28 0.40 -0.77
H 17.2218 -20.9667 3.3546 0.03 -0.96 0.33
H 16.4471 -25.8585 1.4897 0.91 -0.02 0.10
H 17.6250 -26.9034 2.2970 0.54 -0.73 0.47
H 18.2355 -25.5330 1.1879 -0.86 -0.79 0.81
C 5.4700 -19.0130 1.4788 1.91 1.13 -0.04
C 5.4309 -20.3954 2.0137 0.67 0.14 0.05
O 6.8274 -20.8104 1.9916 -0.58 0.69 0.09
C 7.0672 -21.9405 2.6009 -0.61 -2.05 0.46
O 6.2600 -22.7330 3.0433 -0.39 0.80 -0.14
O 8.3573 -22.1840 2.6248 1.13 -0.31 0.33
C 8.6934 -23.5567 2.9998 1.96 1.60 -0.62
H 5.9914 -18.9522 0.5054 -0.49 -0.14 0.27
H 6.0901 -18.3731 2.1683 -0.68 -0.56 -0.53
H 4.5015 -18.5892 1.4138 -0.98 0.43 -0.18
H 4.8480 -21.0906 1.4221 -0.10 -0.15 -0.02
H 5.0699 -20.3426 3.0355 0.00 -0.48 0.18
H 8.2506 -23.8672 3.8984 -1.00 -0.35 0.95
H 9.7787 -23.5274 3.1644 -0.28 0.02 -0.16
H 8.5233 -24.1771 2.1563 -0.54 -0.72 -0.54
C 18.2550 -15.2032 4.6368 -0.38 2.48 0.67
C 17.7135 -16.0366 3.5862 -1.20 -2.14 -1.76
O 17.3036 -17.3795 4.0755 1.14 0.22 -0.56
C 16.1659 -17.4877 4.7177 -1.06 0.99 -0.09
O 15.5037 -16.5636 5.1540 0.58 -0.15 -0.17
O 15.7964 -18.7638 4.7387 -0.91 -0.56 0.94
C 14.4829 -18.9581 5.3997 0.97 -0.47 0.19
H 18.3289 -14.1591 4.2625 0.09 -0.52 0.07
H 19.2302 -15.4909 4.9350 0.89 -0.45 0.42
H 17.5858 -15.1299 5.4846 -0.07 -0.18 0.23
H 18.4848 -16.2941 2.8351 -0.49 0.13 0.32
H 16.8189 -15.6558 3.0478 0.62 0.12 0.53
H 14.5010 -19.7928 6.1203 0.62 0.28 -0.46
H 13.7718 -19.2211 4.6384 -0.36 0.16 -0.37
H 14.2547 -18.0368 5.9021 -0.47 0.15 0.06
C 17.1423 -22.3079 7.7142 -0.89 0.71 2.10
C 16.1440 -22.8782 8.7919 -0.90 0.46 -1.07
O 14.9363 -22.0663 9.1453 0.40 -0.04 -1.54
C 14.0566 -21.7829 8.1517 1.24 -0.47 0.69
O 14.0788 -22.0945 6.9874 0.97 -0.76 -0.11
O 13.0890 -21.0533 8.6496 0.22 0.26 1.41
C 12.1269 -20.7857 7.6967 -3.17 1.42 -1.01
H 18.0853 -22.8186 7.9269 -0.12 -0.24 -0.68
H 17.3683 -21.2458 7.9218 -0.26 -0.32 -0.06
H 16.7239 -22.3777 6.7138 0.34 -0.41 0.07
H 16.5517 -23.0418 9.7763 0.50 0.15 0.09
H 15.7589 -23.8312 8.4326 -0.01 -0.08 -0.03
H 11.5973 -21.6720 7.3281 0.33 0.06 0.52
H 12.5178 -20.3042 6.8079 0.36 0.14 -0.04
H 11.3275 -20.0848 8.0905 1.22 -0.89 0.06
C 12.9748 -25.1775 4.4794 -1.41 0.92 0.19
C 12.0373 -24.2226 5.2270 1.23 1.13 -0.66
O 11.8415 -23.0207 4.3283 -0.13 -1.20 1.37
C 11.0383 -22.1293 4.9095 0.24 0.08 0.35
O 10.2839 -22.3289 5.8422 -0.12 -0.22 -0.59
O 11.2668 -20.9649 4.3532 -0.63 1.30 -0.83
C 10.4559 -19.8328 4.7902 0.61 -0.12 0.84
H 13.0792 -25.9981 5.1420 0.32 -1.10 0.65
H 13.9717 -24.7519 4.3052 -0.44 0.01 -0.34
H 12.4067 -25.5337 3.6142 0.64 0.08 -0.35
H 12.5535 -23.8529 6.1306 -0.39 -0.03 -0.32
H 11.0589 -24.6209 5.4792 0.22 -0.12 -0.21
H 10.9369 -18.9132 4.4582 0.13 -0.34 -0.12
H 10.4333 -19.8475 5.8761 0.08 0.16 0.01
H 9.4238 -19.8390 4.4758 -0.22 -0.48 -0.62
C 12.9161 -23.7908 0.7300 -2.37 1.45 -1.84
C 12.6610 -25.2134 0.3458 -1.05 -0.31 0.75
O 13.9469 -25.8251 0.2886 0.40 -0.04 0.42
C 14.0920 -26.6248 -0.7239 1.47 -1.83 -1.46
O 13.2357 -27.0718 -1.4626 1.16 0.49 0.58
O 15.4491 -26.9384 -0.7697 -1.74 -0.05 -0.28
C 15.9577 -27.5477 -1.9698 -0.27 0.88 0.02
H 13.7122 -23.5017 0.0726 0.87 0.49 0.24
H 13.0937 -23.6657 1.7899 0.13 0.24 0.06
H 12.0617 -23.0978 0.2954 1.40 -1.55 1.49
H 12.1854 -25.4304 -0.6121 -0.15 0.68 0.16
H 12.0996 -25.7418 1.1193 -0.11 -0.05 -0.04
H 16.9068 -27.8971 -1.6706 1.19 -0.38 0.23
H 16.0965 -26.7646 -2.7168 -0.15 -0.15 -0.11
H 15.4235 -28.3902 -2.3826 -0.72 -0.01 0.20
C 9.1807 -15.7074 4.2997 0.69 0.58 -0.79
C 10.6390 -15.1697 4.1685 -0.72 0.11 -2.02
O 11.1461 -14.8357 5.4547 0.25 1.35 0.01
C 11.7645 -15.7788 6.1355 -0.19 -0.54 0.72
O 11.7367 -16.9435 5.8140 0.69 0.06 0.73
O 12.3181 -15.2124 7.2442 -0.88 -0.03 -1.12
C 12.8819 -16.0256 8.2488 -0.12 -1.19 1.29
H 8.5767 -15.0025 4.8257 -0.37 0.63 0.55
H 9.1885 -16.6193 4.8633 0.06 -0.57 0.29
H 8.6414 -15.8819 3.3520 0.69 0.02 0.13
H 10.7381 -14.2314 3.4616 -0.29 -1.71 1.74
H 11.2599 -15.9715 3.7337 -0.13 0.43 0.15
H 12.2255 -16.8730 8.6073 0.30 0.96 -0.67
H 13.0757 -15.3848 9.1447 -0.10 -0.35 -1.02
H 13.8031 -16.4862 7.8964 0.15 0.14 0.01
Cl 10.3789 -26.2941 9.2677 0.35 0.07 0.22
C 10.3671 -24.5331 9.5430 -0.43 0.46 -1.25
C 9.4703 -23.8742 8.4826 -0.48 -0.80 -0.48
Cl 7.7151 -24.4069 8.5103 0.69 0.25 0.26
H 11.3463 -24.0844 9.3423 0.12 -0.47 0.16
H 10.1104 -24.3350 10.5803 -0.31 -0.01 -0.14
H 9.7687 -24.0868 7.4303 0.14 0.04 1.07
H 9.4640 -22.8081 8.6025 -0.03 0.57 0.17
Cl 10.7981 -19.0397 0.6906 -0.17 -0.33 -0.22
C 10.1735 -20.7165 0.2540 -0.54 2.75 0.20
C 8.9807 -20.6053 -0.6802 0.45 -1.22 0.62
Cl 8.5368 -22.4003 -0.6593 -0.45 0.65 -0.75
H 9.8993 -21.1179 1.1888 -0.54 -0.49 0.94
H 11.0140 -21.2365 -0.0960 0.77 -0.70 -0.87
H 9.1944 -20.2609 -1.6869 0.24 -0.34 -0.08
H 8.1488 -20.0219 -0.2892 0.13 -0.29 0.31
Cl 14.0182 -29.1172 4.4081 -0.29 0.40 -0.16
C 13.7242 -28.3595 2.8023 -0.56 1.65 0.72
C 14.2776 -29.1784 1.7203 -0.07 -1.21 -0.27
Cl 13.6699 -30.8524 1.6367 -0.76 -0.18 -0.02
H 14.1956 -27.3225 2.7988 -0.44 -1.36 0.04
H 12.6273 -28.2031 2.6094 0.92 -0.29 0.57
H 15.3011 -29.4070 1.6989 1.62 0.58 0.58
H 14.0560 -28.6935 0.8185 -0.50 0.50 -1.47
Cl 9.2108 -26.2553 5.6211 -0.26 -0.19 -0.16
C 9.9309 -27.7511 4.8889 1.11 2.19 -0.43
C 9.2897 -28.0607 3.5691 0.82 0.11 -0.69
Cl 9.8490 -26.9301 2.2232 -0.31 -0.29 0.84
H 9.7614 -28.4791 5.6590 0.26 -0.67 -0.04
H 11.0124 -27.4534 4.7091 -1.19 -0.91 0.53
H 8.2120 -28.0241 3.5889 -0.19 -0.09 -0.05
H 9.6935 -29.0053 3.2218 -0.36 -0.33 0.04
Cl 17.4174 -27.9308 5.5762 -0.22 -0.02 -0.03
C 16.2136 -26.7502 6.1970 -0.72 -0.45 -0.29
C 15.6344 -27.3091 7.5077 0.36 0.41 -1.18
Cl 14.2395 -26.3292 8.0661 0.35 0.05 0.06
H 15.4654 -26.5306 5.4033 0.43 -0.48 0.68
H 16.7831 -25.8760 6.3579 0.44 1.10 0.25
H 16.4507 -27.3553 8.2387 -0.61 -0.02 0.08
H 15.2258 -28.2721 7.2657 -0.04 -0.55 0.31
Cl 8.6716 -19.5453 7.8264 -0.26 -1.07 -0.35
C 7.5645 -20.7481 6.9096 0.35 1.15 0.56
C 6.3206 -19.9147 6.6605 -1.01 -2.81 -1.40
Cl 6.7015 -18.7209 5.3994 -0.47 0.10 -0.09
H 7.3624 -21.5810 7.5849 0.14 0.10 -0.08
H 8.0794 -21.0730 5.9913 -0.16 0.16 0.57
H 6.0141 -19.4388 7.5627 -0.29 0.53 0.44
H 5.4713 -20.6609 6.3134 1.57 1.73 0.39
```
Forces are in eV/Å.

Max |F| = 3.62 eV Å⁻¹
Electronic energy = -9057.4289 Ha
HOMO = -0.38622 Ha
LUMO level = 0.5 eV